1.
Here is a structure of composition BF4H16O8 at a distorted geometry from the Open Molecules 2025 dataset. Energies are from the ωB97M-V functional and the def2-TZVPD basis.

## Properties
Gap between HOMO and LUMO: 9.54 eV

The geometry in ORCA input format:
```
! wB97M-V def2-TZVPD RIJCOSX def2/J DEFGRID3
* xyz -1 1
B -8.404 -9.644 -9.911
F -7.260 -10.090 -10.482
F -8.683 -8.306 -10.200
F -9.466 -10.399 -10.417
F -8.353 -9.971 -8.530
O -8.943 -7.889 -12.107
H -9.041 -8.570 -11.442
H -9.452 -7.151 -11.771
O -10.015 -7.769 -9.011
H -10.766 -8.349 -9.139
H -9.316 -8.162 -9.534
O -10.353 -10.382 -8.273
H -9.545 -9.879 -8.377
H -10.306 -11.054 -8.953
O -7.161 -10.295 -6.676
H -7.561 -9.432 -6.571
H -6.635 -10.221 -7.472
O -6.247 -10.524 -8.634
H -5.826 -10.351 -9.476
H -7.184 -10.535 -8.831
O -7.011 -8.136 -8.601
H -6.900 -9.035 -8.909
H -7.879 -8.125 -8.199
O -7.456 -6.425 -9.961
H -7.614 -7.062 -9.263
H -7.067 -6.938 -10.669
O -7.968 -12.202 -9.868
H -7.839 -11.301 -10.164
H -8.566 -12.583 -10.511
*
```

***

2.
Here is the molecule C4H9NOS from the Open Molecules 2025 dataset. Energies are from the ωB97M-V functional and the def2-TZVPD basis.

## Properties
Gap between HOMO and LUMO: 9.84 eV
SMILES string: CNC(=O)CCS

The geometry in ORCA input format:
```
! wB97M-V def2-TZVPD RIJCOSX def2/J DEFGRID3
* xyz 0 1
C 2.501 -1.001 1.011
N 2.275 0.203 0.236
C 1.174 0.539 -0.476
O 1.120 1.622 -1.042
C -0.032 -0.376 -0.452
C -1.311 0.471 -0.300
S -2.708 -0.540 0.301
H 2.317 -0.847 2.076
H 1.855 -1.784 0.643
H 3.540 -1.303 0.928
H 2.924 0.977 0.294
H -0.018 -1.029 0.422
H -0.097 -0.983 -1.352
H -1.075 1.315 0.344
H -1.694 0.856 -1.244
H -2.436 -0.447 1.608
*
```

***

3.
Here is a cluster of 10 separate species, C41H66NO29P in total at a distorted geometry from the Open Molecules 2025 dataset. Energies are from the ωB97M-V functional and the def2-TZVPD basis.

## Properties
Gap between HOMO and LUMO: 8.77 eV
SMILES string: C[C@@H]1COC(=O)O1.C[C@@H]1COC(=O)O1.C[C@@H]1COC(=O)O1.C[C@@H]1COC(=O)O1.C[C@@H]1COC(=O)O1.C[C@@H]1COC(=O)O1.C[C@@H]1COC(=O)O1.C[C@@H]1COC(=O)O1.C[C@@H]1COC(=O)O1.CCP(CC)NC(=O)O

The geometry in ORCA input format:
```
! wB97M-V def2-TZVPD RIJCOSX def2/J DEFGRID3
* xyz 0 1
C 0.723 5.184 4.748
C 1.855 5.968 4.145
C 1.658 6.370 2.699
O 3.009 6.421 2.214
C 3.752 5.575 2.959
O 4.844 5.207 2.658
O 3.062 5.170 4.045
H 0.601 4.230 4.231
H 0.906 4.969 5.800
H -0.185 5.779 4.651
H 2.093 6.842 4.756
H 1.173 7.333 2.574
H 1.117 5.607 2.132
C -2.042 3.219 3.538
C -2.966 2.078 3.862
C -4.388 2.222 3.357
O -5.130 1.467 4.324
C -4.436 1.481 5.487
O -4.857 1.118 6.534
O -3.191 1.977 5.282
H -2.381 4.138 4.018
H -1.035 3.013 3.901
H -1.995 3.376 2.461
H -2.539 1.128 3.527
H -4.546 1.816 2.363
H -4.728 3.260 3.389
C -3.033 -1.982 -0.641
C -1.720 -2.501 -0.125
C -1.061 -1.632 0.923
O 0.337 -1.880 0.694
C 0.486 -2.253 -0.595
O 1.536 -2.367 -1.145
O -0.711 -2.478 -1.165
H -2.891 -1.008 -1.103
H -3.429 -2.655 -1.399
H -3.767 -1.901 0.161
H -1.798 -3.539 0.210
H -1.322 -1.887 1.946
H -1.253 -0.572 0.744
C -0.552 -1.821 -6.554
C -1.020 -1.908 -5.127
C -2.523 -1.882 -4.927
O -2.644 -1.287 -3.626
C -1.551 -0.510 -3.427
O -1.443 0.271 -2.531
O -0.631 -0.735 -4.373
H -0.862 -0.873 -6.996
H 0.531 -1.889 -6.614
H -0.974 -2.641 -7.135
H -0.581 -2.773 -4.625
H -2.985 -2.866 -4.931
H -3.024 -1.237 -5.653
C 1.755 -5.541 -0.592
C 2.734 -6.481 -1.232
C 2.847 -6.366 -2.737
O 3.220 -7.701 -3.120
C 2.755 -8.551 -2.177
O 2.732 -9.734 -2.282
O 2.316 -7.864 -1.102
H 0.744 -5.742 -0.953
H 1.746 -5.664 0.486
H 2.014 -4.507 -0.819
H 3.717 -6.400 -0.761
H 3.597 -5.656 -3.074
H 1.887 -6.128 -3.201
C -5.066 5.927 5.289
C -4.302 7.096 4.728
C -4.345 7.245 3.221
O -3.088 7.881 2.942
C -2.230 7.547 3.927
O -1.056 7.749 3.899
O -2.879 6.944 4.942
H -4.650 4.989 4.922
H -5.014 5.915 6.376
H -6.114 5.990 4.994
H -4.603 8.028 5.213
H -5.162 7.861 2.858
H -4.362 6.276 2.717
C 5.258 -6.999 -5.875
C 4.248 -6.525 -6.883
C 4.733 -5.503 -7.891
O 3.534 -4.768 -8.178
C 2.726 -4.856 -7.098
O 1.742 -4.210 -6.932
O 3.194 -5.781 -6.234
H 5.589 -6.167 -5.252
H 4.809 -7.746 -5.222
H 6.126 -7.440 -6.365
H 3.782 -7.372 -7.393
H 5.131 -5.936 -8.804
H 5.465 -4.818 -7.457
C -2.018 6.512 -0.754
C -3.165 6.745 -1.700
C -2.925 7.771 -2.787
O -4.247 8.271 -3.034
C -4.971 8.108 -1.901
O -6.042 8.583 -1.709
O -4.299 7.331 -1.023
H -1.795 7.428 -0.204
H -2.261 5.738 -0.033
H -1.131 6.196 -1.298
H -3.502 5.800 -2.137
H -2.507 7.358 -3.700
H -2.301 8.596 -2.435
C 0.375 -10.543 3.650
C 0.154 -9.351 2.757
C 1.383 -8.834 2.039
O 1.077 -7.439 1.894
C 0.230 -7.088 2.889
O -0.070 -5.969 3.151
O -0.227 -8.187 3.525
H 1.059 -10.289 4.459
H -0.562 -10.874 4.095
H 0.794 -11.367 3.073
H -0.651 -9.543 2.043
H 1.552 -9.279 1.063
H 2.284 -8.929 2.650
C 3.048 0.043 0.840
C 2.747 0.771 -0.502
P 2.347 2.543 -0.485
C 3.835 3.366 0.173
C 4.849 2.562 0.988
N 1.216 2.581 0.865
C -0.041 3.004 0.476
O -0.308 4.144 0.176
O -1.018 2.022 0.479
H 3.094 0.719 1.698
H 2.281 -0.711 1.033
H 4.002 -0.480 0.746
H 3.587 0.643 -1.189
H 1.871 0.318 -0.979
H 4.315 3.795 -0.715
H 3.473 4.216 0.761
H 4.502 2.408 2.016
H 5.777 3.137 1.077
H 5.106 1.604 0.531
H 1.166 1.695 1.361
H -1.104 1.741 -0.449
*
```

***

4.
Here is a structure of composition C28H33ClCoN3OP2 from the Open Molecules 2025 dataset. Energies are from the ωB97M-V functional and the def2-TZVPD basis.

## Properties
Gap between HOMO and LUMO (spin up / spin down): 7.03 / 5.50 eV

The geometry in ORCA input format:
```
! wB97M-V def2-TZVPD RIJCOSX def2/J DEFGRID3
* xyz 2 5
Co -0.058 -0.194 -0.739
Cl 0.585 -6.146 3.528
C 0.250 -4.988 2.348
C -0.211 -5.401 1.075
C -0.487 -4.468 0.129
C -0.311 -3.056 0.387
O -0.563 -2.230 -0.522
C 0.145 -2.656 1.711
C 0.249 -1.263 2.149
N 0.008 -0.246 1.418
C 0.007 1.067 1.995
C -0.025 1.336 3.335
C -0.065 2.665 3.809
C -0.099 3.708 2.931
C -0.103 3.464 1.536
C -0.177 4.510 0.584
C -0.211 4.214 -0.747
C -0.176 2.859 -1.125
N -0.093 1.866 -0.273
C -0.052 2.144 1.065
C 0.415 -3.623 2.648
H -0.334 -6.459 0.888
H -0.840 -4.746 -0.855
H 0.534 -1.146 3.194
H -0.053 0.537 4.063
H -0.085 2.849 4.874
H -0.139 4.730 3.286
H -0.211 5.538 0.925
H -0.268 4.983 -1.503
H -0.222 2.581 -2.175
H 0.745 -3.345 3.641
C 3.506 -1.156 0.458
P 2.502 -0.212 -0.728
C 3.218 1.457 -0.619
C 3.051 -0.808 -2.374
C 2.144 -0.261 -3.488
P 0.387 -0.681 -3.181
C -0.491 0.087 -4.577
C 0.304 -2.452 -3.590
H 4.567 -1.067 0.216
H 3.235 -2.212 0.442
H 3.352 -0.774 1.468
H 4.301 1.412 -0.743
H 2.991 1.888 0.357
H 2.801 2.118 -1.378
H 3.020 -1.901 -2.361
H 4.095 -0.530 -2.538
H 2.438 -0.648 -4.467
H 2.225 0.829 -3.548
H -0.048 -0.240 -5.519
H -0.434 1.175 -4.524
H -1.543 -0.199 -4.571
H 0.696 -2.608 -4.598
H -0.729 -2.798 -3.559
H 0.879 -3.053 -2.887
N -2.309 -0.044 -1.002
C -2.857 0.580 0.169
C -3.123 1.940 0.175
C -3.543 2.551 1.348
C -3.714 1.805 2.507
C -3.484 0.437 2.480
C -3.051 -0.180 1.315
H -2.564 0.453 -1.848
H -2.618 -1.004 -1.108
H -3.010 2.524 -0.732
H -3.756 3.612 1.348
H -4.057 2.283 3.415
H -3.655 -0.158 3.368
H -2.882 -1.250 1.293
*
```

***

5.
Here is a cluster of 2 separate species, C7H12 in total from the Open Molecules 2025 dataset. Energies are from the ωB97M-V functional and the def2-TZVPD basis.

## Properties
Gap between HOMO and LUMO: 8.77 eV

The geometry in ORCA input format:
```
! wB97M-V def2-TZVPD RIJCOSX def2/J DEFGRID3
* xyz 0 1
C 0.731 0.522 -2.939
C 0.766 1.680 -2.027
C -0.504 0.699 0.228
C -0.420 -0.362 1.255
C -0.450 -0.453 2.730
C -1.338 -1.343 1.872
C 0.599 -0.362 0.188
H 1.173 1.028 -3.825
H -0.278 0.225 -3.246
H 1.356 -0.359 -2.733
H 1.762 1.648 -1.532
H -0.227 1.713 0.501
H -1.296 0.638 -0.515
H -0.925 0.350 3.287
H 0.394 -0.918 3.235
H -2.404 -1.132 1.859
H -1.084 -2.399 1.808
H 0.536 -1.126 -0.584
H 1.611 -0.049 0.436
*
```

***

6.
Here is the molecule C5H4O2 at a distorted geometry from the Open Molecules 2025 dataset. Energies are from the ωB97M-V functional and the def2-TZVPD basis.

## Properties
Gap between HOMO and LUMO: 8.79 eV
SMILES string: C#CCC(=O)C=O

The geometry in ORCA input format:
```
! wB97M-V def2-TZVPD RIJCOSX def2/J DEFGRID3
* xyz 0 1
C -2.101 -1.318 0.525
C -1.728 -0.349 -0.244
C -1.092 1.068 -0.638
C 0.360 0.777 -0.069
O 0.871 1.601 0.817
C 1.204 -0.669 -0.421
O 2.266 -1.207 -0.015
H -2.755 -2.029 1.418
H -1.654 1.786 -0.209
H -1.027 1.324 -1.637
H 0.485 -1.293 -0.910
*
```

***

7.
Here is a cluster of 3 separate species, C28H56N8O5P2 in total at a distorted geometry from the Open Molecules 2025 dataset. Energies are from the ωB97M-V functional and the def2-TZVPD basis.

## Properties
Gap between HOMO and LUMO: 7.93 eV
SMILES string: CCCOc1cc(CCCC(=O)O)cc2nc(C)cnc12.CN(C)P(=O)(N(C)C)N(C)C.CN(C)P(=O)(N(C)C)N(C)C

The geometry in ORCA input format:
```
! wB97M-V def2-TZVPD RIJCOSX def2/J DEFGRID3
* xyz 0 1
C 7.235 -2.282 2.188
C 6.636 -1.755 3.513
C 6.196 -0.278 3.468
O 5.794 0.166 2.180
C 4.549 -0.222 1.793
C 3.439 -0.219 2.596
C 2.156 -0.604 2.122
C 0.962 -0.607 3.059
C 0.609 -2.096 3.316
C 1.814 -2.915 3.822
C 2.264 -4.047 2.936
O 3.205 -4.728 3.262
O 1.628 -4.294 1.786
C 2.038 -0.966 0.808
C 3.143 -0.996 -0.076
N 2.912 -1.355 -1.377
C 4.008 -1.345 -2.093
C 3.882 -1.763 -3.542
C 5.292 -0.969 -1.609
N 5.499 -0.592 -0.378
C 4.396 -0.621 0.426
H 6.589 -3.073 1.805
H 8.191 -2.763 2.411
H 7.413 -1.500 1.455
H 5.861 -2.414 3.911
H 7.436 -1.792 4.260
H 5.471 -0.088 4.263
H 7.073 0.321 3.723
H 3.541 0.090 3.631
H 1.269 -0.122 3.989
H 0.124 -0.082 2.601
H -0.259 -2.154 3.975
H 0.293 -2.489 2.348
H 2.693 -2.314 4.048
H 1.517 -3.376 4.768
H 2.025 -5.084 1.394
H 1.053 -1.228 0.434
H 2.976 -1.328 -3.962
H 3.769 -2.850 -3.576
H 4.754 -1.469 -4.124
H 6.133 -0.973 -2.296
C -5.613 1.964 3.986
N -4.222 1.594 4.091
C -3.975 0.789 5.274
P -2.828 2.389 3.496
O -2.141 1.203 2.864
N -3.076 3.292 2.014
C -4.240 3.053 1.174
C -1.877 3.313 1.174
N -3.059 3.849 4.473
C -3.908 4.940 4.051
C -1.779 4.388 4.965
H -5.926 2.678 4.764
H -6.237 1.072 4.091
H -5.867 2.373 3.012
H -3.977 1.402 6.189
H -3.006 0.289 5.205
H -4.726 0.004 5.378
H -4.413 1.986 0.983
H -4.126 3.559 0.214
H -5.140 3.488 1.612
H -1.760 2.391 0.594
H -0.977 3.439 1.780
H -1.923 4.156 0.481
H -3.493 5.509 3.213
H -4.030 5.621 4.898
H -4.910 4.609 3.784
H -1.199 4.862 4.161
H -1.169 3.586 5.390
H -1.941 5.122 5.756
C -0.570 -1.018 -3.578
N -0.300 -0.523 -4.909
C 0.706 0.522 -4.888
P -1.305 -0.487 -6.293
O -0.331 -1.045 -7.300
N -2.471 -1.795 -6.391
C -2.317 -2.999 -5.588
C -2.756 -2.177 -7.774
N -2.515 0.588 -5.568
C -3.597 0.098 -4.746
C -3.043 1.556 -6.545
H -1.084 -0.278 -2.944
H 0.371 -1.272 -3.082
H -1.146 -1.939 -3.580
H 0.294 1.473 -4.518
H 1.108 0.696 -5.890
H 1.551 0.241 -4.259
H -1.300 -3.412 -5.634
H -3.014 -3.769 -5.920
H -2.581 -2.815 -4.545
H -1.984 -2.831 -8.192
H -2.826 -1.296 -8.416
H -3.717 -2.694 -7.826
H -4.356 -0.451 -5.315
H -4.081 0.958 -4.273
H -3.248 -0.535 -3.932
H -3.716 1.077 -7.271
H -2.223 2.019 -7.101
H -3.587 2.359 -6.045
*
```

***

8.
Here is a cluster of 2 separate species, C3H3F3N in total at a distorted geometry from the Open Molecules 2025 dataset. Energies are from the ωB97M-V functional and the def2-TZVPD basis.

## Properties
Gap between HOMO and LUMO: 10.14 eV

The geometry in ORCA input format:
```
! wB97M-V def2-TZVPD RIJCOSX def2/J DEFGRID3
* xyz 1 1
C 0.869 -0.111 -0.097
C 2.286 -0.073 0.111
C -2.540 0.083 -0.094
N -0.266 -0.178 -0.345
F -2.994 -1.119 -0.033
F -2.784 0.806 -1.116
F -2.314 0.770 0.998
H 2.559 -1.084 0.676
H 2.449 0.939 0.743
H 2.736 -0.034 -0.842
*
```

***

9.
Here is a structure of composition C38H37BrIN6OPd at a distorted geometry from the Open Molecules 2025 dataset. Energies are from the ωB97M-V functional and the def2-TZVPD basis.

## Properties
Gap between HOMO and LUMO (spin up / spin down): 4.91 / 6.56 eV

The geometry in ORCA input format:
```
! wB97M-V def2-TZVPD RIJCOSX def2/J DEFGRID3
* xyz 1 3
Pd 0.165 -0.503 -0.310
C -1.937 -1.499 6.271
C -1.001 -0.356 5.872
C -1.545 0.981 6.393
C 0.375 -0.630 6.498
C -0.821 -0.272 4.372
C 0.119 0.617 3.831
C 0.377 0.609 2.480
N -0.233 -0.201 1.613
C -1.195 -1.025 2.098
C -1.497 -1.067 3.461
C -1.853 -1.850 1.100
C -2.754 -2.876 1.390
C -3.292 -3.651 0.375
C -2.954 -3.284 -0.935
C -2.052 -2.269 -1.164
N -1.498 -1.572 -0.175
C -4.134 -4.883 0.627
C -5.513 -4.731 -0.027
C -4.345 -5.158 2.118
C -3.387 -6.076 0.009
H -1.992 -1.566 7.354
H -1.553 -2.448 5.902
H -2.947 -1.345 5.896
H -1.628 0.954 7.476
H -2.528 1.192 5.979
H -0.884 1.803 6.131
H 0.259 -0.841 7.556
H 1.042 0.220 6.397
H 0.839 -1.493 6.027
H 0.669 1.290 4.470
H 1.124 1.278 2.077
H -2.262 -1.746 3.793
H -2.995 -3.083 2.418
H -3.375 -3.805 -1.777
H -1.758 -2.008 -2.175
H -6.050 -3.895 0.414
H -6.097 -5.632 0.139
H -5.445 -4.565 -1.098
H -4.873 -4.337 2.597
H -3.401 -5.329 2.631
H -4.951 -6.053 2.230
H -3.299 -5.981 -1.069
H -3.917 -6.998 0.229
H -2.384 -6.151 0.423
Br 4.551 6.745 -8.986
C 4.837 5.402 -7.681
C 5.780 4.403 -7.905
C 5.942 3.389 -6.995
C 5.123 3.336 -5.842
C 4.210 4.400 -5.607
C 4.072 5.415 -6.518
N 5.181 2.263 -5.066
N 4.708 2.030 -3.927
C 3.783 1.177 -3.551
C 2.887 0.545 -4.459
C 1.817 -0.184 -4.031
C 1.523 -0.303 -2.653
O 0.519 -0.980 -2.211
C 2.414 0.307 -1.722
N 2.098 0.146 -0.407
C 3.031 0.425 0.493
C 4.272 0.950 0.158
C 4.558 1.244 -1.167
C 3.614 0.934 -2.141
H 6.381 4.436 -8.799
H 6.674 2.612 -7.155
H 3.617 4.380 -4.704
H 3.377 6.225 -6.349
H 3.083 0.666 -5.513
H 1.141 -0.651 -4.728
H 2.809 0.189 1.527
H 4.999 1.135 0.932
H 5.510 1.662 -1.454
I -1.859 0.931 -2.610
C -1.481 2.407 -1.156
C -2.349 3.483 -1.069
C -2.090 4.438 -0.102
C -0.948 4.298 0.672
C -0.133 3.197 0.470
N -0.407 2.230 -0.404
H -3.193 3.559 -1.736
H -2.765 5.269 0.032
H -0.693 5.033 1.417
H 0.786 3.090 1.030
*
```

***

no.,electronic energy (Eh)
1,-1035.60071
2,-685.99775
3,-4180.16605
4,-3851.53340
5,-273.68930
6,-343.17702
7,-2597.33381
8,-470.09492
9,-4873.39225